Entry 1:
122
Properties=species:S:1:pos:R:3:forces:R:3 method="wB97M-V/def2-TZVPD" spin_multiplicity=2 charge=+1 e_lumo_ev="-2.41 / -2.41"
Hg 21.22218 13.87180 11.20464 -0.5 0.0 -0.2
F 11.95330 14.58045 14.69073 1.6 0.7 -0.4
O 16.90236 11.88920 12.85880 0.5 0.3 -0.2
O 17.08266 14.76736 14.02819 -0.7 -0.2 0.9
O 19.22579 13.85083 12.52824 0.0 0.5 -0.8
O 9.89028 11.65169 11.55858 3.3 -0.7 -0.7
O 19.44025 15.28369 10.83699 0.9 -0.4 0.2
N 23.22227 13.21978 11.03994 -0.4 0.6 0.5
N 15.40301 15.65228 10.41101 -0.4 -0.3 1.7
N 17.77336 16.10093 7.43497 2.6 1.1 1.0
N 8.17290 15.52429 11.94500 -1.0 0.5 -0.3
N 12.26455 11.75498 11.47783 -1.4 -0.2 0.0
N 21.23661 12.04465 9.78172 -0.7 -1.2 -0.2
N 11.00085 9.98666 10.51045 1.0 0.5 0.0
N 10.89989 15.42439 12.27297 0.4 1.4 0.8
N 14.52682 11.86935 11.32253 0.7 -1.3 -1.0
C 14.53818 15.39897 11.50336 -2.0 0.4 -1.0
C 20.08563 10.46613 11.94648 1.3 -1.8 0.9
C 25.71153 15.71806 13.18709 -1.8 -0.8 -1.1
C 13.35082 10.06414 10.15019 0.9 1.1 1.3
C 20.07309 18.56857 8.37890 -3.4 0.0 0.2
C 23.45380 12.75936 13.81152 1.6 -0.6 1.3
C 8.99216 16.86879 11.87883 -0.7 -1.6 2.7
C 17.34018 15.06592 11.77404 -1.5 0.5 -0.2
C 23.47373 12.13608 10.31141 3.1 0.9 0.9
C 24.65511 15.14756 11.09283 1.1 -0.6 0.8
C 25.46998 15.99154 11.83937 0.7 0.6 -0.4
C 18.82621 16.58012 7.64127 -2.2 -0.5 -1.7
C 18.21291 10.77554 8.08942 -2.0 -1.1 0.1
C 13.40046 11.22728 11.03874 -0.9 -0.5 -1.3
C 24.47804 15.27706 9.63625 -1.8 -0.2 0.2
C 17.60315 10.16927 9.19507 -1.0 -0.2 -0.7
C 24.22538 13.84670 13.11690 -0.8 -0.9 0.5
C 20.02982 11.32184 9.52770 -0.7 -0.9 1.9
C 21.23061 16.43402 8.11623 -0.4 -0.2 -1.2
C 15.25158 14.52846 8.18736 1.8 0.3 0.0
C 14.27521 15.00498 13.90004 -2.6 -0.9 0.1
C 24.93799 11.68201 10.20863 -0.4 -0.2 0.6
C 10.23705 16.63086 12.76742 1.2 1.9 -0.8
C 8.91878 14.19183 11.77034 -0.1 -0.1 -0.3
C 11.03380 11.17481 11.19539 -1.7 1.5 1.4
C 20.12060 17.32330 7.47209 -0.5 -1.1 2.4
C 13.10384 15.49040 11.36143 1.5 0.0 0.7
C 18.16930 10.07823 10.44787 -1.1 -0.5 -0.2
C 19.44450 11.31607 8.25624 2.7 1.7 -0.5
C 20.32872 17.56223 5.99745 1.0 0.6 -0.5
C 16.55605 14.95081 12.94874 -0.4 0.2 0.9
C 20.37524 11.84289 7.09782 -1.0 -0.5 0.7
C 10.10498 14.34275 12.68673 -0.6 -1.4 0.0
C 22.43341 11.45330 9.75585 -1.6 -0.5 -1.3
C 14.98504 15.80186 9.02354 -1.0 1.2 -1.9
C 18.75060 14.73352 11.75062 0.7 -0.5 0.0
C 25.00827 14.67997 13.85286 1.8 1.9 0.0
C 22.70802 10.09107 9.21977 -1.0 -2.4 -0.3
C 19.37058 10.63900 10.67140 3.0 1.9 -2.3
C 24.12982 14.03963 11.76015 -0.6 0.2 -1.4
C 16.71418 15.50914 10.66006 1.1 -0.4 -2.0
C 12.89279 14.92868 13.72586 -0.4 0.1 0.2
C 12.32717 15.24030 12.49235 -0.6 1.1 -1.5
C 9.73635 9.38241 10.20810 0.3 -2.1 -2.0
C 12.16109 9.51436 9.97198 -1.0 -1.4 -0.5
C 15.05341 15.12229 12.77155 2.0 0.3 -0.5
H 23.44480 14.99253 9.38362 0.2 0.1 -0.1
H 8.92316 9.96129 10.56154 -0.4 0.5 0.5
H 9.92182 16.56262 13.82288 0.2 -0.1 -0.1
H 22.75184 9.37480 10.07812 0.1 0.4 -0.4
H 21.89320 9.62957 8.57823 0.7 1.0 0.7
H 17.65002 9.52402 11.22862 0.1 0.2 -0.1
H 21.08405 16.28272 9.17585 -0.2 0.1 0.2
H 20.27636 16.63428 5.43571 -0.2 -0.1 -0.1
H 17.14422 12.23171 13.72145 -0.4 0.0 0.7
H 19.35006 10.29927 12.72931 0.1 0.0 0.3
H 9.66463 9.32225 9.07886 -0.1 -0.1 1.2
H 16.32089 14.26539 8.41105 -0.9 0.0 -0.5
H 26.33794 16.41966 13.62190 1.1 0.8 1.5
H 14.21874 9.62104 9.71068 0.4 0.0 -0.1
H 19.84887 18.30998 9.44040 0.2 -0.2 -0.8
H 23.93662 12.69269 14.83297 -1.0 -0.1 -0.9
H 19.64538 18.30306 5.59313 -0.4 -0.2 0.0
H 21.27033 15.45369 7.63308 0.0 0.0 0.0
H 14.42104 12.69784 11.81797 0.0 1.5 1.2
H 12.60989 15.79283 10.42504 0.3 -0.4 0.7
H 22.16100 16.94464 7.92254 0.5 0.1 0.1
H 9.70798 8.33793 10.60905 -0.1 0.9 -0.3
H 20.78203 9.53192 11.94123 -1.2 1.3 -0.2
H 12.08005 8.59550 9.38569 -0.2 0.3 0.1
H 14.67616 13.67716 8.46804 -0.8 -0.5 0.6
H 9.15855 14.03011 10.69202 0.0 0.4 1.0
H 7.71865 15.44658 12.86665 0.4 0.3 -0.2
H 25.09044 14.62897 9.06578 0.9 -0.7 -0.5
H 17.60291 12.35926 12.38044 0.1 -0.2 -0.4
H 25.10854 10.66222 10.55585 -0.4 -0.1 0.1
H 23.59084 11.77317 13.36397 0.0 0.1 -0.2
H 20.91012 12.76350 7.38971 -0.3 -0.4 -0.1
H 25.97326 16.87738 11.32652 -0.7 -1.3 0.8
H 19.86035 12.00200 6.12262 0.3 -0.3 0.8
H 7.37970 15.61813 11.29440 0.4 -0.2 0.1
H 17.33190 15.62710 9.77051 -0.1 0.2 0.1
H 16.63242 9.69375 9.13324 -0.1 0.1 -0.6
H 13.92848 16.14280 8.93361 0.5 -0.6 0.6
H 15.16668 14.59513 7.08219 0.0 0.6 0.8
H 8.28752 17.65313 12.20270 0.4 -0.4 0.2
H 14.69838 14.88521 14.86569 0.6 -0.3 0.6
H 9.75433 14.42561 13.74997 0.3 -0.3 -0.6
H 20.76346 11.26120 12.23804 -0.1 0.4 0.0
H 22.38805 12.90526 13.90965 -0.4 0.4 0.0
H 10.71380 13.49073 12.52783 0.1 -1.3 0.4
H 10.95328 17.51294 12.67318 -1.1 -1.0 0.1
H 19.22247 19.29552 8.11015 1.6 -0.8 0.0
H 25.54907 12.29281 10.85575 0.1 0.3 0.2
H 8.30514 13.33135 12.11156 0.0 0.9 -0.3
H 24.61017 16.27227 9.31409 0.4 1.2 -0.4
H 17.69916 10.77167 7.11388 0.4 0.0 0.6
H 21.11024 11.02609 7.03062 0.0 0.5 -0.5
H 15.46850 16.70653 8.54881 0.2 -1.2 0.7
H 15.48430 11.54735 11.17737 -0.7 -0.1 0.1
H 23.64939 9.91050 8.67306 -0.3 0.7 0.2
H 21.03225 18.96148 8.37514 1.7 1.4 -0.2
H 25.40405 11.70574 9.23390 -0.3 0.3 -0.6
H 21.33095 17.98253 5.78845 -0.3 -0.2 0.4
H 25.10113 14.56824 14.93453 0.0 -0.1 -0.3
H 9.23411 17.04955 10.89195 0.6 0.0 -2.1


Entry 2:
12
Properties=species:S:1:pos:R:3:forces:R:3 method="wB97M-V/def2-TZVPD" charge=0 e_lumo_ev=-0.40
O -2.44411 -0.79911 -0.22620 1.4 -0.8 0.2
O 1.83862 -0.95626 -0.79302 2.0 -4.0 0.5
N 1.59886 -0.26866 0.46433 -0.8 1.5 -1.3
N -1.82552 0.43361 -0.35134 2.5 -1.4 3.1
N -0.00649 1.54670 0.04089 7.5 -1.2 -1.3
N 0.21285 -0.71889 1.04998 -0.5 2.6 -3.7
C 1.32220 1.16677 -0.13918 -5.9 -0.4 2.4
C -0.70213 0.38614 0.32460 -0.2 -0.4 -0.8
H 2.04319 1.78193 -0.72352 -0.3 -0.8 1.0
H -3.27944 -0.50849 -0.46899 -2.9 -0.1 -0.8
H 2.45314 -1.92878 -0.65966 -2.6 4.5 0.1
H 0.04869 -1.56846 0.46633 0.0 0.5 0.6


Entry 3:
12
Properties=species:S:1:pos:R:3:forces:R:3 method="wB97M-V/def2-TZVPD" charge=-1 e_lumo_ev=4.50
O -0.45760 0.03471 -0.16557 -0.3 -0.2 0.1
N 2.06500 1.17735 -0.19746 -0.2 -0.4 0.2
N -1.67962 -1.14408 1.53675 0.0 -0.5 0.2
C 1.78994 1.58591 -1.35799 0.6 0.3 0.3
C -0.96949 -1.14911 0.22493 0.1 0.7 -0.3
H -1.02549 -0.73571 2.19609 0.0 0.2 0.0
H -2.46292 -0.50184 1.48521 0.1 0.2 -0.1
H -1.72745 -1.56807 -0.48542 0.1 0.0 0.1
H 2.57670 2.16053 -1.86056 -0.2 0.1 -0.3
H -0.17392 -1.90785 0.33649 0.0 -0.4 0.1
H 0.82994 1.42362 -1.84877 0.0 -0.2 0.0
H 1.23493 0.62455 0.13629 -0.1 0.2 -0.2


Entry 4:
58
Properties=species:S:1:pos:R:3:forces:R:3 method="wB97M-V/def2-TZVPD" charge=0 e_lumo_ev=0.61
S 3.91328 -1.12358 0.10682 0.2 0.0 0.0
O 3.54514 -1.87947 1.26683 -0.1 0.3 0.2
O 4.17246 -1.82139 -1.11800 0.0 0.3 -0.2
O -3.40348 2.01027 -0.87970 -0.2 0.2 -0.4
N 0.12114 2.22888 1.43623 -0.2 0.2 0.6
N 5.30248 -0.27027 0.49120 -0.7 -0.8 -0.2
N -0.20119 2.97704 -0.64299 0.1 -0.1 0.3
N -2.25220 0.60339 0.45920 0.1 -0.3 0.1
C -1.52625 -2.81130 -1.02715 0.2 0.0 0.4
C 1.01175 1.60228 0.60949 0.0 0.2 -0.8
C -2.03728 -1.80187 0.00122 -0.3 0.2 -0.4
C -1.60432 -4.23062 -0.47203 -0.2 0.0 -0.3
C 1.95264 0.61561 0.87891 -0.2 0.1 0.1
C 0.82026 2.06725 -0.71908 0.4 -0.4 0.5
C 5.85111 0.48916 -0.60261 0.1 0.1 -0.4
C -3.03442 -4.57026 -0.06324 0.2 0.0 0.3
C -2.92149 2.73322 1.36608 0.0 0.0 -0.2
C -3.47088 -2.14814 0.40475 0.3 -0.1 0.4
C -2.90780 1.74985 0.20095 -0.1 0.0 0.7
C 5.25199 0.41295 1.75816 -0.1 0.1 0.4
C -0.58233 3.01894 0.67131 0.4 0.1 0.2
C -3.54598 -3.56548 0.96427 -0.2 0.0 -0.3
C -1.78549 3.75610 1.14252 -0.1 0.0 0.0
C -0.80747 3.67840 -1.74287 -0.3 0.3 -0.3
C 1.56605 1.57180 -1.78022 0.0 0.1 -0.1
C 2.66760 0.12891 -0.19156 0.6 -0.6 0.2
C 2.49562 0.59257 -1.49333 0.0 0.0 -0.3
C -1.94871 -0.38145 -0.55609 0.1 -0.2 -0.1
H -3.83010 -1.43244 1.14740 -0.1 0.0 -0.1
H -0.94784 -4.31365 0.39667 0.1 0.0 0.0
H 6.89976 0.70824 -0.39997 0.0 0.0 0.0
H -1.39503 -1.85996 0.88846 0.0 0.0 0.1
H -2.76223 2.20814 2.30654 0.0 0.0 0.0
H 4.68861 1.35420 1.70201 0.0 0.0 0.0
H -4.11718 -2.06946 -0.47238 -0.1 0.1 -0.1
H 6.26743 0.62611 2.09323 0.0 0.0 0.0
H -0.49325 -2.57570 -1.29293 0.0 0.0 -0.1
H -3.07301 -5.57943 0.35143 -0.1 0.0 -0.1
H -1.56293 4.26459 2.08070 0.0 0.0 -0.1
H 3.08764 0.14059 -2.27247 0.0 0.0 -0.2
H -2.66542 -0.23290 -1.36738 0.1 -0.1 0.0
H 1.41983 1.91634 -2.79246 0.0 0.0 -0.1
H -2.09266 4.49014 0.39923 0.0 0.0 0.0
H -3.88010 3.25024 1.39266 0.0 -0.1 0.0
H -1.75474 0.51074 1.33269 -0.1 0.2 0.0
H 2.09794 0.21499 1.86764 0.0 0.0 0.2
H 5.31374 1.43345 -0.76516 0.0 0.0 0.0
H 5.77875 -0.13003 -1.49297 0.2 0.2 -0.1
H -0.26262 3.44383 -2.65403 0.0 0.0 0.0
H -0.76802 4.75683 -1.57763 0.0 -0.1 -0.1
H 4.77263 -0.25753 2.46661 0.1 0.1 0.2
H -2.93687 -3.63181 1.86870 0.0 0.0 0.1
H -1.84786 3.36567 -1.86189 0.1 0.0 0.0
H -0.93696 -0.20780 -0.94863 -0.1 0.0 -0.1
H -4.57669 -3.80158 1.23665 0.0 0.0 0.1
H -3.67908 -4.54542 -0.94484 -0.1 0.0 -0.1
H -2.13298 -2.73982 -1.93293 0.0 0.0 -0.1
H -1.25302 -4.93943 -1.22404 0.1 0.0 0.0


For each record above, in turn, the calculated largest force on an atom values are 0.08346, 0.14936, 0.01467, 0.02092 Eh/bohr.